The following is a quantum chemistry calculation of a structure of composition C30H48GeO5PS3SbZn, from the Open Molecules 2025 dataset.

XYZ file:
```
90
Properties=species:S:1:pos:R:3:forces:R:3
Sb -2.808869 1.923374 -0.955343 0.2405 -0.1657 -0.1275
Ge -0.397476 -1.893796 -1.819752 -0.0417 -0.0631 -0.0641
Zn -0.181668 1.622873 -0.645152 -0.2251 0.0309 -0.0907
S -1.214421 1.003706 2.097751 0.1957 0.3047 -0.2398
S 0.301992 4.533845 -0.161985 -0.0190 0.0276 0.0324
S 1.779111 2.033804 -1.811542 -0.0437 -0.0127 0.0033
P 1.958507 3.568142 -0.494720 0.0175 -0.1505 0.2191
O 0.080578 1.053010 1.275558 -0.1231 -0.1344 -0.0178
O -2.016768 -0.346780 -0.313957 0.0395 -0.1701 0.3187
O -0.833312 -0.262698 -1.172787 0.1719 -0.0210 -0.0357
O 2.493811 2.989501 0.890535 0.1052 0.0499 -0.0834
O 3.212110 4.442371 -0.959253 -0.0317 0.1523 0.0553
C -1.998062 2.507211 4.242886 -0.0283 -0.0100 0.0449
C 3.062788 5.451779 -1.974895 -0.0385 -0.0987 -0.0925
C -3.140333 -4.619825 -0.187907 0.0039 -0.0105 0.0015
C -0.753798 1.953674 3.557008 0.0066 -0.0547 0.1239
C -3.428507 0.866345 -2.685546 -0.0127 0.0429 -0.1402
C 4.400419 6.124960 -2.154133 0.0095 0.0281 0.0114
C 3.392618 -5.556297 -0.654253 -0.0180 0.0332 0.0076
C -0.129212 -1.513136 2.623042 -0.0855 -0.0553 0.0302
C 2.997688 -2.118790 0.682889 -0.0201 0.0585 -0.0287
C -4.153871 -4.668632 -1.135656 -0.0121 -0.0170 0.0129
C -3.606693 3.852686 -1.461620 -0.0705 0.0358 -0.0362
C 4.795196 2.913043 1.610536 0.0112 -0.0098 0.0037
C 0.003343 -1.537602 -3.681148 0.0007 0.1036 -0.0528
C -2.942902 -3.107371 -2.500870 -0.0071 -0.0031 -0.0043
C -2.033385 -3.813036 -0.399406 -0.0093 -0.0007 -0.0113
C -2.639509 3.640106 3.450570 -0.0231 0.0326 -0.0019
C 2.871356 -4.258904 -0.424641 0.0806 -0.0230 0.0528
C 2.783854 -6.410452 -1.524560 -0.0416 -0.0118 -0.0467
C -4.367438 1.291028 0.336806 0.0522 0.0702 0.1242
C 3.505748 -3.363237 0.472008 0.0044 -0.0392 -0.0099
C 1.701420 -3.844345 -1.102656 -0.0660 0.0409 -0.0657
C -1.923844 -3.043312 -1.555138 -0.1202 -0.0952 -0.0148
C 1.076768 -1.056401 3.428836 0.0078 -0.0028 0.0287
C -1.372494 -0.656805 2.787782 -0.0206 -0.0407 0.0367
C 1.174347 -2.534938 -0.865803 0.1100 -0.0367 0.0664
C 3.666395 2.156939 0.949710 0.0044 -0.0649 0.0152
C 1.824799 -1.704794 0.009199 0.1181 -0.0448 -0.1012
C 1.096780 -4.758757 -2.004793 -0.0183 0.0050 0.0214
C 1.619238 -6.002441 -2.210180 0.0470 -0.0160 0.0267
C -4.055110 -3.912851 -2.293172 -0.0011 0.0124 -0.0220
H -5.301833 1.766203 0.045379 -0.0414 -0.0120 -0.0088
H 3.937279 1.820497 -0.053839 -0.0102 0.0174 0.0349
H -0.409892 -2.529190 2.916928 0.0189 0.0058 -0.0113
H -0.132905 2.750660 3.144365 0.0064 0.0461 0.0044
H -3.265422 -0.191390 -2.488229 -0.0109 0.0554 0.0505
H -1.718088 2.857591 5.238346 0.0198 0.0206 -0.0132
H -4.145766 1.524871 1.375036 -0.0255 0.0320 0.0493
H -4.843447 -3.950550 -3.034262 0.0026 0.0030 -0.0082
H 5.671603 2.271691 1.707285 0.0218 -0.0382 -0.0074
H -0.871327 -1.116989 -4.176354 -0.0046 0.0059 -0.0305
H 1.433550 -0.716117 0.211030 0.0320 0.1034 -0.0705
H -4.429755 0.212096 0.220850 -0.0360 -0.0673 0.0025
H -5.017083 -5.300853 -0.973560 -0.0176 -0.0052 0.0070
H 2.290372 6.153535 -1.655796 0.0275 -0.0007 0.0214
H -4.694759 3.837034 -1.460336 -0.0733 0.0301 -0.0228
H 3.488400 -1.439657 1.367987 0.0112 0.0380 -0.0047
H -0.139882 1.337490 4.212510 -0.0002 -0.0006 0.0120
H 0.849034 -1.010409 4.496611 -0.0107 0.0067 0.0213
H 0.114706 -1.552164 1.562305 -0.1013 -0.0228 0.1486
H 3.189968 -7.398584 -1.694354 0.0024 -0.0183 -0.0026
H -2.879251 -2.520902 -3.410587 0.0044 0.0062 -0.0180
H -3.213754 -5.214256 0.713675 0.0033 -0.0092 0.0163
H 1.136691 -6.681701 -2.899322 -0.0129 -0.0253 -0.0267
H -2.960243 3.308712 2.461942 0.0100 -0.0237 -0.0254
H 0.812128 -0.808119 -3.726718 0.0082 0.0222 -0.0268
H -3.252972 4.599177 -0.752897 0.0013 0.0378 0.0392
H 2.728985 4.969802 -2.897500 0.0045 0.0252 -0.0139
H -2.843964 1.174374 -3.550773 -0.0222 0.0278 -0.0431
H 5.066312 3.783454 1.015806 0.0015 0.0300 -0.0160
H 4.306283 6.955707 -2.852942 -0.0057 0.0084 -0.0361
H 5.141652 5.428264 -2.543258 0.0054 -0.0288 0.0060
H -3.515049 4.035284 3.964479 -0.0065 0.0045 0.0198
H -2.724004 1.703253 4.406282 0.0003 -0.0110 0.0028
H 4.404694 -3.687629 0.981964 0.0199 -0.0114 0.0122
H -1.930865 4.456223 3.304736 0.0078 0.0208 0.0116
H -1.649071 -0.518897 3.836574 -0.0408 -0.0155 0.0001
H 0.318138 -2.435063 -4.210358 0.0100 -0.0583 0.0050
H 4.502473 3.247544 2.604848 -0.0168 0.0147 0.0246
H 0.194582 -4.476482 -2.533053 -0.0206 0.0241 0.0001
H -3.253140 4.131399 -2.452794 0.0205 0.0444 -0.0522
H 4.287734 -5.857447 -0.124464 0.0276 0.0028 0.0183
H -2.204787 -1.097347 2.242421 -0.0309 -0.0051 -0.0293
H 1.416233 -0.072669 3.104687 0.0250 0.0161 -0.0182
H -1.244284 -3.784665 0.342991 0.0440 0.0091 0.0354
H -4.484527 1.053391 -2.873690 -0.0319 0.0187 -0.0474
H 3.373923 1.277548 1.527127 0.0213 0.0058 0.0076
H 1.901992 -1.754827 3.297156 0.0218 -0.0212 0.0178
H 4.758165 6.516894 -1.202509 -0.0082 0.0149 0.0147
```
Forces are in eV/Å.

Calculated values
largest force on an atom	0.4	eV Å⁻¹
gap between HOMO and LUMO	8.287	eV
HOMO energy	-7.8	eV
total charge	0
E_tot	-195393.8504	eV